No. 1
Below is a molecular structure, C11H14AgF6N3O4S4, with properties calculated with ωB97M-V with the def2-TZVPD basis set.

```
43
Properties=species:S:1:pos:R:3:forces:R:3
Ag 0.688916 -1.626050 -0.434862 -1.53 0.37 -0.98
F 5.642180 -1.094529 0.491519 -0.05 -0.05 0.06
C 5.008239 -2.221459 0.184793 -0.05 -0.09 0.18
F 5.458191 -3.201179 0.958855 -0.03 0.04 -0.12
F 5.246725 -2.518760 -1.088756 0.04 0.05 0.04
S 3.175849 -1.999512 0.378904 1.17 0.04 0.31
O 2.922225 -0.623567 0.022697 0.23 0.29 -0.12
O 2.607396 -2.989274 -0.503830 0.07 -0.39 -0.06
N 2.979521 -2.320768 1.902209 0.07 -0.03 -0.10
S 1.759493 -1.772605 2.715821 -0.24 0.33 0.48
O 0.641934 -1.313257 1.903170 0.24 0.06 0.16
O 1.435941 -2.621192 3.811282 0.16 -0.15 0.13
C 2.363001 -0.198297 3.497305 -0.03 -0.02 -0.07
F 1.412826 0.249862 4.321717 0.04 -0.02 -0.05
F 3.478609 -0.391870 4.191161 -0.06 -0.09 -0.05
F 2.592156 0.732583 2.569160 0.00 -0.08 0.07
N -2.126317 -1.901417 1.562322 -0.18 0.13 0.08
C -2.306135 -1.396679 0.331505 -0.02 -0.26 -0.14
S -1.703273 -2.266954 -1.000434 -0.15 0.17 -0.04
N -3.012977 -0.250576 0.289217 -0.02 0.07 0.11
C -3.370573 0.633148 -0.766932 0.04 0.07 -0.14
C -3.498301 1.974786 -0.415261 0.09 0.04 0.03
C -3.829135 2.921796 -1.368260 -0.03 0.03 -0.04
C -4.053234 2.537328 -2.680949 -0.02 0.00 -0.09
C -3.967490 1.197505 -3.020820 0.04 -0.05 0.01
C -3.634444 0.240659 -2.074374 0.08 -0.10 0.24
H -1.449867 -2.638383 1.656180 0.02 -0.06 0.00
H -2.293408 -1.344754 2.385787 0.05 0.00 0.01
H -3.198478 0.152837 1.196071 -0.09 -0.02 0.00
H -3.326957 2.288467 0.609526 0.05 -0.04 -0.01
H -3.904836 3.964239 -1.088479 -0.01 -0.02 0.04
H -4.301696 3.271820 -3.435683 0.00 0.02 0.04
H -4.159854 0.878370 -4.036786 0.00 0.02 0.00
H -3.577058 -0.797860 -2.345310 0.05 -0.14 -0.05
C 1.808414 1.340040 -2.372540 -0.32 0.05 0.12
S 0.214568 0.979900 -1.586137 0.25 -0.18 0.21
C 0.461280 1.860990 -0.017973 -0.07 -0.06 -0.35
H 1.884118 2.408346 -2.566408 0.07 -0.01 -0.05
H 1.816562 0.791628 -3.312007 0.07 0.04 -0.03
H 2.619116 0.999591 -1.733836 0.03 0.00 -0.03
H 1.457408 1.644094 0.359420 -0.01 -0.01 0.10
H -0.283919 1.491329 0.684123 0.01 0.02 0.04
H 0.323286 2.929623 -0.173097 0.05 0.02 0.09
```
Positions in Å, forces in eV/Å.

- Energy relative to the best compared isomer or geometry (same formula, charge and spin): 1.61 kcal/mol
- Frontier orbital gap: 8.676 eV
- E_HOMO: -8.5 eV



No. 2
Below is a molecular structure, C11H14BIrN7Se, with properties calculated with ωB97M-V with the def2-TZVPD basis set.

```
35
Properties=species:S:1:pos:R:3:forces:R:3
H -1.847258 -1.696183 1.433167 0.11 -0.12 -0.23
N -0.649830 -1.649690 -0.337437 -1.98 -2.47 -0.49
B 0.442753 -2.152330 -2.569485 0.11 0.30 0.93
N -0.610508 -2.437363 -1.476091 -0.76 -0.29 0.97
C -1.547222 -3.401242 -1.374739 0.74 0.95 0.24
Ir 0.638511 -0.097366 -0.022534 -1.24 -2.77 -2.35
H -1.668414 -4.114227 -2.172376 -0.11 -0.08 0.00
C -2.201428 -3.247437 -0.156427 -0.12 0.22 0.56
H -2.994929 -3.865603 0.220752 -0.07 -0.03 0.04
C -1.620941 -2.147728 0.473634 -0.09 -0.72 -1.12
H 0.390753 -2.922842 -3.481913 0.04 0.28 0.10
C 2.209880 1.631316 1.110096 1.64 0.79 0.70
H 1.662106 1.757831 2.041926 -0.17 -0.36 -0.22
H 2.175402 2.549148 0.526156 -0.18 -0.14 -0.24
H 3.253792 1.433941 1.354259 0.07 0.12 0.06
N 1.795822 -2.196765 -1.789476 0.87 0.05 0.74
N 0.242448 -0.658897 -2.930460 0.06 1.21 -0.20
N 1.973907 -1.388942 -0.673922 1.85 -1.55 -0.72
N 0.294496 0.310199 -1.934132 -0.37 0.66 -2.77
C 2.901434 -2.946873 -1.948885 -0.80 0.80 0.32
C 0.086723 -0.044404 -4.116616 0.16 -0.08 1.37
H 2.947930 -3.640257 -2.774759 0.17 -0.01 0.06
H 0.030432 -0.635118 -5.011405 -0.03 0.02 -0.22
C 3.806744 -2.626810 -0.937599 0.18 0.30 0.67
C 0.034709 1.334276 -3.899109 0.01 0.43 0.27
C 3.197132 -1.661687 -0.140982 -0.09 -0.73 -1.27
C 0.161422 1.529242 -2.531266 -0.04 -0.85 -0.77
H 4.785319 -3.038140 -0.788176 0.13 -0.14 -0.03
H -0.071637 2.094977 -4.646707 -0.05 0.11 -0.13
H 3.533243 -1.138773 0.750354 0.00 -0.24 -0.28
H 0.180253 2.437749 -1.937499 -0.04 -0.19 -0.20
H 1.950181 0.704277 0.450240 2.58 2.34 1.49
Se -2.175950 2.281388 3.020197 -0.34 0.32 0.38
C -1.232972 1.387262 1.858164 1.03 -1.22 -1.60
N -0.601458 0.771635 1.057801 -3.29 3.08 3.93
```
Positions in Å, forces in eV/Å.

- Net charge: +2
- Spin multiplicity: 6
- Frontier orbital gap (alpha / beta): 7.739 / 5.254 eV
- E_HOMO (alpha / beta): -13.5 / -15.5 eV



No. 3
Below is a molecular structure, C11H14BN7OPb, with properties calculated with ωB97M-V with the def2-TZVPD basis set.

```
35
Properties=species:S:1:pos:R:3:forces:R:3
H -0.211693 2.864744 0.778618 -0.06 -0.19 -0.07
N 0.119507 1.656404 -0.932523 0.41 0.79 -0.12
B 0.801319 0.805803 -3.241337 -0.35 0.04 1.21
N 0.617860 1.943831 -2.191056 -0.46 -0.23 0.80
C 0.827501 3.270285 -2.316091 -0.23 -0.30 0.91
Pb -0.833258 -0.711642 -0.183977 3.23 2.66 -0.80
H 1.188538 3.671249 -3.251732 0.02 0.04 0.15
C 0.503705 3.871630 -1.099274 0.08 -0.52 -0.35
H 0.563710 4.913089 -0.859884 0.04 0.20 0.06
C 0.086547 2.819122 -0.257728 0.24 -0.25 -1.34
H 1.273296 1.224672 -4.256964 -0.07 -0.09 -0.06
C -1.944501 -2.581273 1.324907 -1.20 0.84 1.69
H -2.226807 -2.794979 2.364157 -0.01 -0.23 -0.21
H -0.938807 -3.000880 1.181611 -0.19 0.49 -0.10
H -2.669906 -3.057880 0.657839 0.17 0.21 -0.02
N -0.617982 0.212228 -3.444052 -1.18 -0.68 0.18
N 1.674898 -0.322606 -2.622640 -0.22 -0.74 0.91
N -1.346477 -0.309306 -2.394116 -0.85 0.42 -2.85
N 1.371414 -0.862244 -1.384831 0.94 -0.25 -0.40
C -1.339945 0.143302 -4.574012 -0.07 -0.17 0.64
C 2.752413 -0.945696 -3.136427 -0.27 -0.14 0.91
H -0.924301 0.501806 -5.507959 -0.14 -0.08 0.17
H 3.112900 -0.676431 -4.116646 0.08 -0.01 0.09
C -2.572176 -0.426466 -4.269812 -0.12 0.04 -0.28
C 3.199997 -1.879730 -2.203517 -0.19 0.29 -0.09
C -2.552261 -0.691347 -2.901850 1.47 0.58 -0.34
C 2.322221 -1.779305 -1.111581 -0.36 0.71 -1.26
H -3.371311 -0.619411 -4.961688 -0.08 0.00 -0.02
H 4.039789 -2.536491 -2.301593 0.19 -0.09 -0.01
H -3.332711 -1.126457 -2.285328 0.28 0.08 -0.01
H 2.348484 -2.318023 -0.173872 -0.16 0.11 -0.09
H -2.006877 -1.414552 1.259749 -0.69 -3.33 1.44
O 0.034767 0.025475 4.423006 0.03 0.04 -0.74
C 0.027079 0.050796 3.225905 -0.11 -0.10 -0.44
N 0.023066 0.080386 2.020799 -0.19 -0.14 0.46
```
Positions in Å, forces in eV/Å.

- Frontier orbital gap: 8.155 eV
- E_HOMO: -8.6 eV



No. 4
Below is a molecular structure, C11H14BN7PbS, with properties calculated with ωB97M-V with the def2-TZVPD basis set.

```
35
Properties=species:S:1:pos:R:3:forces:R:3
H -0.382813 2.983310 2.151244 -0.06 -0.05 0.00
N -0.068484 1.724230 0.488244 0.30 0.20 -0.35
B 0.645503 0.661959 -1.667279 0.54 0.11 1.09
N 0.544004 1.907499 -0.728093 -0.66 -0.32 0.95
C 0.973121 3.185559 -0.833835 -0.40 -0.14 0.39
Pb -1.455848 -0.552069 1.370690 3.78 4.00 1.21
H 1.469843 3.537023 -1.729860 -0.07 -0.09 0.19
C 0.622589 3.851041 0.336944 0.14 -0.02 -0.11
H 0.781296 4.889575 0.584136 0.11 -0.11 -0.09
C -0.005967 2.888736 1.145630 0.29 -0.48 -1.21
H 1.027754 1.023406 -2.738282 -0.13 -0.13 -0.23
C -1.259147 -2.581008 1.797466 -1.02 1.19 2.75
H -1.494647 -2.044933 2.807561 0.42 -3.06 -0.09
H -0.329876 -3.186443 1.860063 -0.86 0.85 -0.62
H -2.221861 -2.868317 1.402316 0.17 -1.39 0.04
N -0.768225 -0.004101 -1.770129 -1.90 -0.68 1.76
N 1.578046 -0.414988 -1.071974 -0.14 -0.33 0.62
N -1.507405 -0.604991 -0.737311 -0.47 0.04 -2.87
N 1.207221 -1.069785 0.087296 0.89 0.17 -0.79
C -1.543534 -0.027262 -2.842431 1.26 0.48 -0.14
C 2.790230 -0.840018 -1.505666 -0.59 -0.60 0.98
H -1.161456 0.398984 -3.734357 0.12 0.20 -0.68
H 3.217924 -0.446498 -2.409418 0.08 0.05 -0.05
C -2.722316 -0.620850 -2.584446 -2.37 -1.46 0.88
C 3.233436 -1.814470 -0.613457 -0.30 0.46 -0.21
C -2.717034 -1.026187 -1.234166 3.06 2.32 -2.13
C 2.218250 -1.901551 0.363366 -0.13 0.43 -0.39
H -3.537571 -0.781523 -3.255339 -0.15 -0.02 -0.34
H 4.150501 -2.375297 -0.665000 0.01 0.03 0.04
H -3.477583 -1.479391 -0.660881 -0.49 -0.48 0.63
H 2.215205 -2.503398 1.269872 -0.13 0.16 -0.29
H -2.032452 1.029701 1.933949 -0.30 -1.11 -0.30
S 0.887401 -0.080006 3.221190 -0.21 0.01 -1.52
C -0.084030 -0.329465 4.516691 -2.08 -0.63 2.89
N -0.792076 -0.528477 5.445265 1.30 0.40 -2.00
```
Positions in Å, forces in eV/Å.

- Energy relative to the best compared isomer or geometry (same formula, charge and spin): 106.07 kcal/mol
- Frontier orbital gap: 6.993 eV
- E_HOMO: -8.0 eV



No. 5
Below is 2 unconnected molecules or ions with the total composition C11H14BrN2O, with properties calculated with ωB97M-V with the def2-TZVPD basis set.

```
29
Properties=species:S:1:pos:R:3:forces:R:3
C -0.249290 -1.606848 -1.801475 -0.39 -0.07 0.54
C -1.236579 -0.453336 -1.834482 0.79 -0.11 -0.34
Br -2.706550 -0.975417 -0.591500 -0.76 -0.01 -0.14
C -0.668796 0.894477 -1.385578 -0.37 0.12 0.46
C 0.246527 0.833710 -0.188865 0.07 0.04 0.08
C -0.271475 1.009509 1.120285 0.05 -0.08 -0.38
C 0.544915 0.920218 2.206606 -0.23 0.08 0.20
C 1.922242 0.669900 2.051275 0.10 -0.10 0.09
N 2.707339 0.560835 3.163577 0.06 -0.04 -0.19
C 3.961838 0.305102 2.933652 0.02 0.08 0.03
C 4.497714 0.169506 1.622224 0.12 -0.11 -0.05
N 3.778825 0.269771 0.542284 -0.13 0.01 0.26
C 2.452324 0.516319 0.755851 0.00 0.05 -0.03
C 1.586145 0.610364 -0.349852 -0.10 -0.07 -0.24
H -0.677274 -2.502063 -2.245443 0.09 0.03 -0.25
H 0.683324 -1.319663 -2.280902 -0.01 -0.06 -0.18
H -0.034588 -1.852745 -0.762137 0.26 0.04 -0.01
H -1.675496 -0.373277 -2.824450 -0.35 0.09 0.12
H -0.151559 1.361299 -2.224354 0.03 -0.18 -0.15
H -1.513188 1.537784 -1.134176 0.03 0.17 -0.18
H -1.327761 1.217560 1.226211 -0.03 0.01 0.15
H 0.156718 1.038449 3.208647 0.05 0.02 0.06
H 4.626464 0.198062 3.782874 -0.03 0.01 0.07
H 5.554135 -0.046047 1.510298 0.03 0.04 -0.06
H 2.005431 0.475560 -1.338965 0.13 0.06 0.00
O -6.099018 -0.864728 -1.507766 -0.15 0.00 -0.03
H -6.520046 -1.661954 -1.128841 0.01 0.00 0.00
H -5.110636 -0.886886 -1.389477 0.72 0.00 0.14
H -6.481683 -0.045461 -1.135521 0.01 -0.01 0.01
```
Positions in Å, forces in eV/Å.

- Net charge: +1
- Energy relative to the best compared isomer or geometry (same formula, charge and spin): 0.00 kcal/mol
- Frontier orbital gap: 6.592 eV
- E_HOMO: -11.3 eV



No. 6
Below is a molecular structure, C11H14Cl2Cr2FO15, with properties calculated with ωB97M-V with the def2-TZVPD basis set.

```
45
Properties=species:S:1:pos:R:3:forces:R:3
Cr 1.759802 3.543556 -1.709052 0.15 -1.36 3.20
Cr 1.205112 3.912366 2.170438 0.11 -1.70 -3.32
O -0.431838 6.365166 -1.118372 1.52 -1.86 -1.03
C -0.022918 5.577086 -0.104872 -1.49 2.05 2.50
O 0.949552 4.785466 -0.029622 2.27 -1.13 -2.49
O -0.672038 5.799596 0.920998 -0.43 -0.87 1.87
H -1.245608 6.613676 -0.673832 -0.82 1.03 -0.44
O -0.725368 0.388746 0.288928 1.74 1.02 -1.45
C 0.017512 1.507976 0.249238 0.96 2.64 -1.04
O 0.693862 1.954126 -0.760402 -0.69 -2.03 -1.16
O 0.007432 2.276796 1.229798 0.09 0.73 2.98
H -1.081908 0.341986 1.179038 -0.43 0.05 0.54
O 5.147362 2.585676 0.609768 -0.83 0.45 1.20
C 3.895382 2.966936 0.552938 -4.46 -1.25 2.44
O 3.463492 3.050096 -0.615352 -1.22 1.46 -3.67
O 3.004512 2.925886 1.495938 1.43 1.52 0.97
H 5.070442 2.404626 -0.329862 2.37 -0.65 -1.24
C -1.261378 -3.017444 -0.755232 -1.71 0.29 0.39
C -2.680198 -3.525004 -1.164422 2.96 0.18 -1.20
C -2.593788 -4.980754 -1.583122 2.03 1.01 -0.28
O -3.576078 -5.571694 -0.836362 -1.02 -2.84 -1.46
C -4.127668 -4.714394 -0.051202 -4.24 -0.58 3.36
O -5.124358 -4.942914 0.617728 1.96 0.58 -1.05
O -3.455608 -3.584174 -0.041802 -0.84 1.65 1.60
H -0.471268 -3.215734 -1.479472 -0.24 0.57 -0.24
H -0.952168 -3.485804 0.179188 -0.23 -0.38 -0.06
H -1.504208 -1.992904 -0.473402 1.05 0.42 -0.40
H -3.164128 -2.882814 -1.900302 0.12 0.10 -0.13
H -1.656558 -5.323634 -1.144802 0.30 -0.49 -0.79
H -2.666788 -5.085054 -2.665672 -0.14 -0.57 0.21
C -2.952408 3.338816 2.213618 -0.15 1.03 0.51
Cl -4.623378 3.575676 1.561238 1.35 -0.10 0.30
Cl -2.618268 1.692476 2.680268 -0.20 -0.80 0.10
H -2.149218 3.723896 1.585368 -0.54 -0.31 -0.68
H -2.818058 3.900146 3.138248 -0.71 0.11 -0.06
C 2.438282 -1.211384 -0.717572 -0.55 -1.18 0.13
C 2.432622 -1.998104 0.629298 3.71 4.34 -1.48
O 3.429732 -2.973774 0.442718 0.71 -0.06 -0.75
C 3.534892 -3.222634 -0.891582 0.34 -2.94 -4.30
O 4.078632 -4.176754 -1.519692 -2.36 4.84 3.78
O 2.743872 -2.240914 -1.593572 1.88 -2.72 -0.27
F 1.356052 -2.579674 0.917238 -4.33 -2.08 0.88
H 3.237952 -0.481494 -0.843682 -0.13 0.44 0.76
H 1.461222 -0.820764 -1.001942 0.03 0.17 0.30
H 2.647482 -1.202964 1.343218 0.69 -0.77 0.98
```
Positions in Å, forces in eV/Å.

- Net charge: +1
- Spin multiplicity: 9
- Frontier orbital gap (alpha / beta): 5.777 / 6.699 eV
- E_HOMO (alpha / beta): -12.0 / -12.0 eV



No. 7
Below is C11H14Cl2N2O2 in the gas phase, with properties calculated with ωB97M-V with the def2-TZVPD basis set.

```
31
Properties=species:S:1:pos:R:3:forces:R:3
C -3.980902 -1.083084 0.258269 0.28 0.04 0.25
C -2.844198 -0.767945 1.239633 -0.06 0.49 -0.17
C -3.389851 0.029652 2.425120 0.25 -0.29 -0.29
O -2.296101 -1.955700 1.771097 0.04 -0.22 0.17
C -1.723272 0.053775 0.555975 -0.13 0.10 0.17
N -1.112141 -0.699824 -0.513291 -0.59 -0.26 0.14
C 0.128592 -0.585340 -1.076268 -0.04 0.02 0.15
O 0.420670 -1.260868 -2.039398 0.27 -0.11 -0.36
N 0.972375 0.307872 -0.456559 -0.47 0.17 0.38
C 2.301245 0.583604 -0.758097 0.55 0.01 -0.25
C 2.958774 1.551800 0.002788 -0.04 -0.10 -0.09
C 4.277750 1.867277 -0.250811 -0.02 -0.10 -0.10
C 4.966948 1.224005 -1.267450 -0.07 -0.10 -0.08
Cl 6.614517 1.625531 -1.577132 0.14 0.11 0.06
C 4.315463 0.257898 -2.028238 0.05 0.25 0.26
Cl 5.150579 -0.553699 -3.295066 -0.02 -0.13 -0.13
C 2.992318 -0.063196 -1.778777 -0.10 -0.07 -0.03
H -3.651758 -1.751102 -0.535339 -0.01 -0.08 -0.11
H -4.786247 -1.579672 0.793036 -0.06 -0.06 0.02
H -4.365572 -0.169391 -0.186326 -0.08 0.10 -0.10
H -3.832861 0.961992 2.088115 -0.07 0.12 -0.02
H -2.590942 0.242560 3.129925 0.09 0.05 0.08
H -4.143489 -0.560818 2.937175 -0.11 -0.04 0.05
H -1.831862 -2.427524 1.069002 0.02 0.04 0.01
H -0.974607 0.263509 1.325172 -0.09 0.00 0.01
H -2.138083 1.004450 0.193040 0.03 -0.03 0.10
H -1.743470 -1.229412 -1.097109 0.20 0.08 -0.08
H 0.595740 0.847542 0.307763 0.01 -0.12 -0.14
H 2.434292 2.060826 0.798298 -0.06 0.06 0.09
H 4.782748 2.615611 0.338700 0.06 0.06 0.04
H 2.493346 -0.810329 -2.373246 0.04 0.00 -0.02
```
Positions in Å, forces in eV/Å.

- SMILES: CC(C)(O)CNC(=O)Nc1ccc(Cl)c(Cl)c1
- Frontier orbital gap: 8.945 eV
- E_HOMO: -8.5 eV



Listing maximum force for the structures above in their given order: 1.86; 5.98; 4.26; 5.63; 0.87; 6.58; 0.66 eV/A.